# 1
A cluster of 2 separate species, C4H2Br2Si in total, computed with ωB97M-V/def2-TZVPD.

```
9
Properties=species:S:1:pos:R:3:lowdin_charge:R:1
C -1.679 0.344 1.463 0.007
C 2.108 -0.280 -2.395 0.065
C -0.729 -0.307 1.101 -0.327
C 1.527 -0.504 -1.360 -0.335
Si 0.791 -0.720 0.241 0.328
Br 1.432 -2.896 0.890 0.182
Br -3.497 3.748 1.282 0.046
H -2.482 0.766 2.096 0.029
H 2.528 -0.150 -3.317 0.005
```

Values from the calculation:
max |F| = 3.037 eV/A
gap between HOMO and LUMO (alpha / beta) = 0.2761 / 0.2308 hartree
expectation value of S² = 2.01
charge = 0
spin multiplicity = 3
HOMO energy (alpha / beta) = -7.4 / -10.3 eV

---

# 2
A structure of composition C4H2BrFS, computed with ωB97M-V/def2-TZVPD.

```
9
Properties=species:S:1:pos:R:3:lowdin_charge:R:1
C 1.296 -0.296 -0.019 -0.228
C 0.497 0.755 0.256 -0.405
C 0.580 -1.473 -0.399 -0.121
C -2.110 1.312 -0.144 -0.856
F 1.408 -2.529 -0.348 -0.014
S -1.034 0.155 0.628 0.796
Br -3.789 0.569 -0.319 0.611
H 2.397 -0.302 -0.024 0.120
H 0.755 1.807 0.368 0.097
```

Values from the calculation:
max |F| = 3.490 eV/A
gap between HOMO and LUMO = 0.2572 hartree
charge = 0
relative energy (zero: lowest compared OMol25 entry of this formula, charge and spin) = 567.4 kJ/mol
HOMO energy = -8.6 eV

---

# 3
An isolated molecule of C4H2BrNS, computed with ωB97M-V/def2-TZVPD.

```
9
Properties=species:S:1:pos:R:3:lowdin_charge:R:1
Br -3.873 0.498 -0.402 0.793
C -2.358 -0.379 -0.249 -0.727
C -1.462 -1.123 0.122 -0.280
N -0.242 -1.646 0.222 0.033
C 0.488 -0.468 0.244 -0.620
C 1.071 0.555 0.742 -0.166
S 0.188 0.874 -0.967 0.715
H -0.052 -2.630 0.434 0.165
H 1.552 1.282 1.427 0.087
```

Values from the calculation:
max |F| = 3.511 eV/A
gap between HOMO and LUMO = 0.3095 hartree
SMILES = BrC#CNC1=CS1
charge = 0
relative energy (zero: lowest compared OMol25 entry of this formula, charge and spin) = 355.2 kJ/mol
HOMO energy = -7.8 eV

---

# 4
A structure of composition C4H2Cl2O, computed with ωB97M-V/def2-TZVPD.

```
9
Properties=species:S:1:pos:R:3:lowdin_charge:R:1
C -0.742 0.633 -0.413 -0.269
C -1.104 -0.193 0.871 -0.090
C -1.746 -0.183 -1.129 -0.573
C -2.031 -0.869 0.213 -0.722
O -1.890 -0.202 -2.380 0.008
Cl -2.195 1.990 -0.599 0.621
Cl -3.097 -1.899 0.937 0.830
H 0.214 0.992 -0.716 0.108
H -1.116 -0.214 1.911 0.087
```

Values from the calculation:
max |F| = 8.936 eV/A
gap between HOMO and LUMO (alpha / beta) = 0.2547 / 0.2272 hartree
expectation value of S² = 2.01
charge = 0
spin multiplicity = 3
HOMO energy (alpha / beta) = -6.9 / -10.0 eV

---

# 5
An isolated molecule of C4H2ClF3, computed with ωB97M-V/def2-TZVPD.

```
10
Properties=species:S:1:pos:R:3:lowdin_charge:R:1
C -1.196 1.396 -0.079 0.098
C 0.834 -1.793 0.234 -0.528
C -0.223 -0.748 0.208 -0.253
C 0.116 0.735 -0.281 -0.641
F -1.337 2.010 1.057 0.090
F 0.488 0.776 -1.500 0.123
F 1.209 1.155 0.513 0.021
Cl 2.050 -1.523 -0.744 0.802
H -0.969 -1.149 -0.524 0.133
H -0.972 -0.861 1.115 0.155
```

Values from the calculation:
max |F| = 4.936 eV/A
gap between HOMO and LUMO = 0.2887 hartree
charge = 0
relative energy (zero: lowest compared OMol25 entry of this formula, charge and spin) = 566.3 kJ/mol
HOMO energy = -8.9 eV

---

# 6
An isolated molecule of C4H2ClNO2, computed with ωB97M-V/def2-TZVPD.

```
10
Properties=species:S:1:pos:R:3:lowdin_charge:R:1
O 2.221 1.855 0.013 0.058
C 1.041 1.606 -0.010 -0.282
C 0.474 0.295 0.006 -0.138
N 0.955 -0.920 0.016 0.114
C 0.026 -1.819 0.013 -0.169
O -1.250 -1.354 0.003 0.012
C -1.261 -0.049 -0.004 -0.625
Cl -2.654 0.859 -0.005 0.781
H 0.271 2.405 -0.047 0.118
H 0.178 -2.879 0.015 0.131
```

Values from the calculation:
max |F| = 6.815 eV/A
gap between HOMO and LUMO (alpha / beta) = 0.3059 / 0.3058 hartree
SMILES = O=Cc1ncoc1Cl
charge = 0
relative energy (zero: lowest compared OMol25 entry of this formula, charge and spin) = 247.7 kJ/mol
HOMO energy (alpha / beta) = -8.8 / -8.8 eV